DFT (wB97M-V/def2-TZVPD) results for C22H33BCrF4N3O3S as an isolated structure in a non-equilibrium geometry.

```
68
Properties=species:S:1:pos:R:3:forces:R:3
Cr 0.062 0.802 -0.090 0.130 -0.313 -0.668
C 3.639 2.166 0.338 -0.580 -0.159 -1.143
N 3.990 0.750 0.414 0.134 0.460 -0.089
C 5.391 0.394 0.216 0.145 0.081 0.160
C 5.661 -1.013 0.695 -0.230 -0.025 -0.494
C 4.618 -1.917 0.036 0.025 0.240 0.368
N 3.282 -1.472 0.421 -0.559 1.082 0.055
C 2.178 -2.402 0.216 -0.067 0.275 0.165
C 2.994 -0.137 0.505 0.374 -0.789 -0.001
O 1.825 0.289 0.746 -0.156 -0.246 -0.168
H 3.372 2.561 1.305 -0.139 0.239 0.261
H 2.835 2.315 -0.411 0.164 -0.156 0.709
H 4.455 2.729 -0.093 0.511 -0.039 0.243
H 5.998 1.105 0.781 -0.053 0.020 -0.109
H 5.639 0.484 -0.839 0.079 0.108 -0.190
H 5.559 -1.035 1.778 0.033 -0.226 0.096
H 6.683 -1.302 0.417 -0.323 -0.016 0.103
H 4.695 -2.925 0.413 0.207 -0.418 -0.028
H 4.728 -1.930 -1.055 -0.012 0.019 0.070
H 2.493 -3.383 0.562 -0.053 -0.074 0.086
H 1.926 -2.450 -0.840 -0.032 -0.127 -0.138
H 1.291 -2.061 0.764 0.441 -0.150 -0.111
C -2.129 2.669 5.549 -0.299 0.587 -0.406
C -1.509 2.552 4.194 -0.341 -0.251 -0.702
C -0.192 2.144 4.001 0.168 -0.028 -0.117
C 0.289 1.850 2.738 0.233 -0.213 0.199
N -0.465 1.895 1.633 0.110 0.149 0.387
C -1.706 2.366 1.794 -0.313 0.387 0.745
C -2.268 2.716 3.020 0.927 -0.277 -0.343
H -1.407 2.883 6.307 0.611 -0.060 0.480
H -2.616 1.724 5.780 -0.185 0.045 0.124
H -2.846 3.498 5.586 -0.099 -0.371 -0.101
H 0.509 1.993 4.812 -0.206 0.145 0.216
H 1.317 1.517 2.629 -0.266 -0.022 -0.154
H -2.274 2.491 0.900 -0.309 -0.072 -0.407
H -3.279 3.093 2.996 -0.098 -0.016 0.315
C -2.690 2.774 -3.074 0.480 -0.790 -0.617
S -2.939 1.574 -1.766 -0.250 0.509 -0.350
O -1.587 1.565 -1.100 0.687 -0.234 0.389
C -3.115 0.107 -2.721 0.317 -0.185 -0.053
C -4.258 -0.636 -2.487 -0.489 0.019 0.238
C -4.431 -1.851 -3.131 -0.368 0.287 -0.139
C -3.471 -2.313 -4.009 -0.609 -0.758 -0.071
C -2.347 -1.562 -4.220 1.368 0.188 -0.255
C -2.124 -0.357 -3.579 -0.387 0.040 0.003
H -1.848 2.419 -3.708 -0.476 0.341 0.476
H -2.480 3.716 -2.613 0.292 0.489 0.327
H -3.585 2.877 -3.671 -0.311 -0.171 -0.110
H -5.009 -0.268 -1.783 0.172 -0.114 -0.235
H -5.345 -2.398 -3.002 -0.243 -0.230 0.207
H -3.606 -3.273 -4.523 0.065 0.481 0.227
H -1.554 -1.926 -4.854 0.001 -0.084 -0.212
H -1.197 0.163 -3.768 0.033 0.136 0.120
F 2.645 -0.659 -2.446 -0.497 0.258 0.223
B 1.410 -0.036 -2.605 0.542 0.496 -0.684
F 1.439 1.322 -2.120 0.075 -0.352 -0.121
F 0.987 -0.094 -3.931 -0.017 0.069 0.710
F 0.427 -0.628 -1.729 -0.277 -0.161 0.341
C -1.283 -3.422 1.506 0.065 -0.315 0.198
C -1.583 -2.101 0.856 -0.588 -0.119 -0.126
C -2.927 -1.911 0.204 -0.087 0.064 0.437
O -0.799 -1.173 0.888 0.236 -0.022 0.125
H -1.991 -3.569 2.344 0.292 0.036 -0.370
H -0.259 -3.435 1.890 -0.217 0.035 -0.020
H -1.414 -4.274 0.815 -0.079 0.464 0.187
H -3.745 -2.145 0.901 0.260 0.121 -0.064
H -3.071 -2.563 -0.646 0.157 -0.305 -0.289
H -2.992 -0.883 -0.138 -0.119 0.017 0.094
```
Positions in Å, forces in eV/Å.

Output
**Frontier orbital gap (alpha / beta)**: 9.0 / 9.1 eV
**ΔE to the lowest compared entry with this formula, charge and spin**: 0.000 eV
**2S+1**: 5
**Net charge**: +1
**E_LUMO (alpha / beta)**: -2.2 / -2.2 eV
**HOMO (alpha / beta)**: -11.174 / -11.349 eV


DFT (wB97M-V/def2-TZVPD) results for C22H33F3N6O2 as an isolated structure in a non-equilibrium geometry.

```
66
Properties=species:S:1:pos:R:3:forces:R:3
C 2.061 6.276 2.507 2.497 -1.422 0.395
N 2.396 4.799 2.404 -2.880 1.408 3.651
C 2.228 4.113 1.111 3.585 5.948 1.554
C 2.749 2.785 1.202 3.038 0.884 -6.284
N 2.166 2.150 2.165 -8.013 -5.585 7.742
C 1.124 1.196 1.983 1.721 -0.776 0.726
N 1.014 0.855 0.751 -1.087 -4.393 -3.233
C 0.390 -0.446 0.483 -2.831 4.460 5.109
N 0.316 -0.963 -0.710 -3.289 -3.108 4.671
H -0.413 -1.645 -0.920 0.075 -0.181 1.252
C 0.795 -0.509 -1.793 8.366 6.642 -9.591
H 1.410 -1.268 -2.377 -1.153 0.653 0.285
H 1.826 0.399 -1.651 -3.225 -2.927 0.225
C -0.177 0.343 -2.827 9.177 4.407 1.014
H -1.009 0.185 -2.515 -10.582 -2.448 3.439
O -0.016 0.181 -4.131 1.981 -0.186 -3.580
C -0.808 -0.720 -4.884 -7.119 -1.034 12.885
C -2.278 -0.217 -4.927 0.778 -9.704 1.182
C -3.111 -1.446 -5.796 -3.028 15.877 1.142
C -2.622 -1.509 -7.061 4.212 -3.234 -6.367
C -1.002 -2.120 -6.937 -5.303 -2.484 2.096
C -0.374 -1.093 -6.036 6.049 -1.277 -11.577
H -0.258 -0.227 -6.666 0.143 0.972 -0.636
H 0.629 -1.445 -5.993 1.392 -0.128 0.569
C -1.004 -3.677 -6.181 -11.358 9.391 0.959
C -1.772 -3.238 -4.903 2.100 0.182 1.632
C -3.094 -2.470 -5.046 -3.273 -14.752 7.673
H -3.649 -2.635 -3.967 1.633 1.901 -2.042
H -3.863 -3.231 -5.442 0.917 0.339 -0.446
C -0.936 -2.152 -4.089 3.677 -2.292 0.815
H -1.301 -2.182 -3.031 -0.052 0.661 -0.889
H 0.259 -2.639 -3.934 -3.125 1.533 -0.608
H -1.835 -4.175 -4.299 -0.560 0.954 0.130
H -1.695 -4.035 -6.795 -1.950 -3.141 -2.732
H -0.122 -3.778 -6.117 11.663 -2.926 0.975
H -0.782 -2.425 -7.929 1.453 1.100 -0.937
H -2.328 -0.675 -7.707 -0.996 0.595 0.752
H -3.378 -2.124 -7.644 1.342 0.113 0.029
H -4.141 -0.912 -5.795 1.060 -1.045 -0.104
H -2.289 0.610 -5.315 -0.107 8.799 -5.368
H -2.812 -0.013 -4.056 -0.451 -0.621 2.196
H -0.126 1.563 -2.588 0.521 -2.987 -0.471
N -0.481 -0.894 1.473 2.618 -0.712 -7.053
C -0.350 -0.296 2.593 -2.718 -4.794 -0.807
N 0.437 0.515 3.062 4.841 6.353 -0.472
O -1.190 -1.003 3.355 -0.884 1.535 4.985
C -1.086 -0.438 4.723 -4.778 -14.774 0.644
C 0.003 -1.173 5.445 2.489 -5.451 6.632
F 1.257 -1.400 5.018 -1.656 1.100 -0.900
F -0.346 -2.562 5.974 -0.683 1.628 -3.141
F 0.195 -0.795 6.818 -0.385 2.400 -2.338
H -2.003 -0.771 5.321 1.103 1.143 -1.033
H -0.788 0.390 4.673 3.150 12.742 -0.286
C 1.974 2.757 3.495 1.768 -1.786 1.677
H 1.312 2.164 4.134 0.370 -0.604 -0.589
C 1.367 4.120 3.525 17.041 0.871 1.687
H 1.818 4.614 4.485 -1.747 -0.735 -1.592
H 0.498 4.205 3.321 -11.261 1.185 -2.504
H 3.023 2.538 3.923 -1.514 1.675 0.131
H 2.277 2.401 0.191 2.211 -0.343 1.616
H 3.877 2.748 1.445 -1.257 0.294 -1.355
H 2.811 4.835 0.490 -0.128 -1.051 -0.365
H 1.272 4.246 0.831 -3.786 -0.421 -1.437
H 2.780 6.857 1.990 0.804 0.345 -1.547
H 1.117 6.592 2.196 -1.935 0.237 -0.488
H 2.312 6.721 3.484 -0.666 -1.005 0.302
```
Positions in Å, forces in eV/Å.

Output
**Frontier orbital gap**: 9.1 eV
**ΔE to the lowest compared entry with this formula, charge and spin**: 22.769 eV
**E_LUMO**: 0.4 eV
**HOMO**: -8.693 eV


DFT (wB97M-V/def2-TZVPD) results for C22H33MnN3O2PS2 as an isolated structure in a non-equilibrium geometry.

```
64
Properties=species:S:1:pos:R:3:forces:R:3
Mn -1.095 -1.891 0.185 -0.831 -0.428 -0.448
C 3.804 -0.102 0.683 -0.076 0.330 0.183
C 3.868 -1.600 0.429 -0.090 -0.302 0.099
C 3.159 -1.993 -0.847 0.367 -0.310 -0.427
C 3.927 -2.205 -2.006 -0.580 0.009 0.114
C 3.318 -2.509 -3.221 -0.085 0.075 0.014
C 1.931 -2.592 -3.301 0.142 0.186 0.465
C 1.139 -2.388 -2.162 0.303 -0.144 -0.509
C -0.369 -2.430 -2.300 0.560 -0.013 -0.722
C -0.972 -1.038 -2.428 -0.071 -0.094 -0.737
C 1.754 -2.103 -0.922 -0.138 0.319 -0.342
N 0.934 -1.891 0.201 0.239 2.902 -4.250
C 0.836 -2.875 1.028 1.390 -4.232 3.948
C -0.084 -2.784 2.107 2.052 -1.522 0.533
C -0.109 -3.565 3.243 0.547 -1.040 0.512
C -1.165 -3.087 4.008 -0.585 -0.034 0.752
C -1.726 -2.063 3.279 -1.543 0.311 1.326
N -1.079 -1.891 2.124 -0.069 1.165 0.498
H 4.354 0.148 1.596 -0.041 0.045 -0.054
H 2.772 0.242 0.807 0.074 -0.131 -0.046
H 4.249 0.459 -0.145 -0.023 -0.079 0.046
H 3.449 -2.147 1.281 -0.130 0.145 -0.079
H 4.919 -1.909 0.376 -0.115 0.016 -0.164
H 5.010 -2.116 -1.969 -0.127 -0.002 0.144
H 3.923 -2.661 -4.110 -0.053 -0.003 0.096
H 1.466 -2.802 -4.262 -0.049 -0.015 0.136
H -0.812 -2.958 -1.448 0.114 -0.441 -0.470
H -0.642 -3.022 -3.183 0.111 -0.039 0.103
H -0.766 -0.426 -1.544 0.143 -0.238 -1.182
H -2.058 -1.107 -2.544 -0.014 0.138 0.013
H -0.570 -0.511 -3.300 0.001 -0.088 0.021
H 1.412 -3.813 0.946 -0.083 0.539 -0.011
H 0.567 -4.370 3.500 0.059 0.114 -0.074
H -1.484 -3.441 4.979 -0.010 0.073 -0.040
H -2.576 -1.452 3.563 0.052 0.003 -0.171
N -4.325 -1.891 0.185 1.266 -0.160 0.090
C -3.155 -1.891 0.185 -2.643 -0.299 -0.578
H -5.336 -1.891 0.185 0.729 0.187 0.066
C -1.069 4.822 -2.049 -0.145 0.311 0.198
C -0.772 3.337 -2.229 0.680 0.773 -0.571
C 0.590 2.953 -1.671 0.112 -0.345 0.197
O -1.860 2.551 -1.781 -0.070 -0.185 0.784
P -2.131 2.051 -0.261 -1.953 -0.144 -0.630
S -4.011 1.559 -0.110 -0.696 0.566 -0.183
S -1.095 0.463 0.185 1.807 1.884 2.027
O -1.758 3.397 0.555 0.203 -0.577 -0.722
C -1.610 3.542 1.957 0.405 0.454 1.326
C -2.563 2.745 2.834 -0.407 -0.295 -0.143
C -0.154 3.337 2.362 0.306 -0.197 -0.159
H -0.349 5.433 -2.603 -0.036 -0.140 -0.039
H -1.020 5.126 -1.000 0.020 -0.153 -0.081
H -2.077 5.060 -2.407 0.141 -0.092 -0.030
H -0.726 3.159 -3.311 -0.160 -0.136 0.077
H 0.645 3.103 -0.590 -0.043 -0.015 -0.055
H 1.382 3.552 -2.132 -0.202 0.028 -0.049
H 0.806 1.899 -1.872 -0.030 0.101 0.075
H -1.834 4.599 2.148 -0.056 -0.017 -0.250
H -2.418 1.667 2.731 0.031 0.060 -0.072
H -3.603 2.972 2.582 0.142 -0.086 -0.044
H -2.417 2.996 3.891 0.192 0.124 -0.179
H 0.157 2.296 2.250 -0.148 -0.023 -0.019
H 0.006 3.625 3.407 -0.122 0.022 -0.112
H 0.508 3.941 1.733 -0.108 0.028 0.076
H -1.095 -3.620 0.185 -0.655 1.110 -0.275
```
Positions in Å, forces in eV/Å.

Output
**Frontier orbital gap (alpha / beta)**: 3.5 / 6.8 eV
**2S+1**: 6
**Net charge**: -1
**E_LUMO (alpha / beta)**: 2.3 / 2.6 eV
**HOMO (alpha / beta)**: -1.204 / -4.126 eV


We obtain total energy values of -3115.219373 -1635.999212 -3461.537238 hartree for the records listed above, in that order.